(w)
A structure of composition C28H32AsN4S3V. Source: OMol25; level of theory: wB97M-V/def2-TZVPD.

Each line ends with the Löwdin charge.
CARTESIAN COORDINATES (ANGSTROEM)
V -0.519 0.908 -0.124  0.31
S 2.996 0.847 1.405  0.51
C 2.533 2.191 0.463  -1.16
S 1.582 2.017 -1.008  0.50
C 2.893 3.488 0.841  -0.43
C 2.450 4.644 0.139  -0.30
N 2.068 5.595 -0.396  0.12
C 3.689 3.739 1.996  -0.31
N 4.335 3.994 2.918  0.12
C -1.261 4.000 -0.143  -0.09
N -1.763 2.716 -0.644  -0.36
C -1.770 2.744 -2.111  -0.09
C -3.120 2.453 -0.132  -0.18
C -3.517 1.009 -0.329  -0.27
C -4.845 0.686 -0.583  -0.07
C -5.225 -0.644 -0.719  -0.12
C -4.258 -1.633 -0.606  -0.13
C -2.932 -1.282 -0.365  -0.15
C -2.498 0.043 -0.213  -0.18
H -1.914 4.826 -0.459  0.09
H -0.254 4.173 -0.516  0.04
H -1.231 3.976 0.947  0.07
H -2.426 3.544 -2.483  0.09
H -2.136 1.790 -2.493  0.09
H -0.756 2.923 -2.468  0.07
H -3.843 3.141 -0.598  0.12
H -3.104 2.683 0.936  0.10
H -5.590 1.472 -0.679  0.10
H -6.259 -0.901 -0.917  0.09
H -4.538 -2.676 -0.712  0.09
H -2.213 -2.097 -0.286  0.07
C 0.544 2.592 3.440  -0.29
As -0.455 1.254 2.444  1.06
C -2.199 1.499 3.306  -0.31
C 0.088 -0.369 3.367  -0.30
H 0.290 2.528 4.499  0.03
H 0.305 3.588 3.067  0.02
H 1.609 2.411 3.300  -0.02
H -2.115 1.329 4.380  0.02
H -2.916 0.803 2.872  0.02
H -2.554 2.517 3.142  0.01
H -0.008 -0.245 4.446  0.02
H 1.120 -0.577 3.094  -0.01
H -0.547 -1.188 3.028  0.02
N 0.432 -0.992 -0.148  -0.40
S 1.850 -1.269 -0.812  0.96
C 2.516 -2.727 -0.003  -0.38
C 1.880 -3.960 -0.083  -0.08
C 2.399 -5.039 0.611  -0.08
C 3.551 -4.883 1.375  -0.09
C 4.181 -3.650 1.446  -0.07
C 3.663 -2.560 0.756  -0.09
C 1.522 -2.027 -2.418  -0.38
C 2.587 -2.508 -3.170  -0.08
C 2.355 -3.020 -4.434  -0.08
C 1.063 -3.041 -4.952  -0.09
C 0.009 -2.545 -4.202  -0.08
C 0.236 -2.030 -2.929  -0.07
H -0.110 -1.847 -0.052  0.01
H 0.991 -4.076 -0.693  0.11
H 1.910 -6.003 0.555  0.10
H 3.955 -5.729 1.917  0.10
H 5.075 -3.528 2.044  0.11
H 4.120 -1.579 0.818  0.06
H 3.592 -2.485 -2.763  0.12
H 3.182 -3.398 -5.022  0.10
H 0.885 -3.437 -5.943  0.10
H -0.996 -2.550 -4.603  0.10
H -0.580 -1.628 -2.339  0.09

Calculated values
* orbital gap (spin up / spin down): 6.272 / 6.458 eV
* charge: -1
* spin multiplicity: 4

***

(x)
A structure of composition C28H32AsN4S3V. Source: OMol25; level of theory: wB97M-V/def2-TZVPD.

Each line ends with the Löwdin charge.
CARTESIAN COORDINATES (ANGSTROEM)
V 0.496 -0.215 -0.458  0.26
S 0.392 2.143 -0.031  0.54
C -1.302 1.795 0.055  -1.11
S -1.729 0.117 0.310  0.53
C -2.294 2.757 -0.098  -0.39
C -3.687 2.409 -0.095  -0.28
N -4.805 2.125 -0.102  0.13
C -1.970 4.138 -0.332  -0.27
N -1.715 5.244 -0.537  0.12
C -0.156 -3.017 -1.380  -0.11
N 1.211 -3.463 -1.488  -0.26
C 2.014 -2.628 -2.356  -0.11
C 1.846 -3.779 -0.213  -0.18
C 2.292 -2.679 0.763  -0.24
C 3.189 -3.153 1.727  -0.09
C 3.705 -2.328 2.712  -0.12
C 3.332 -0.991 2.716  -0.13
C 2.439 -0.531 1.756  -0.19
C 1.851 -1.335 0.748  -0.18
H -0.629 -2.967 -2.365  0.09
H -0.307 -2.040 -0.903  -0.01
H -0.722 -3.708 -0.754  0.10
H 1.597 -2.641 -3.369  0.08
H 3.031 -3.021 -2.401  0.09
H 2.095 -1.578 -2.045  0.06
H 2.735 -4.370 -0.449  0.11
H 1.165 -4.459 0.310  0.12
H 3.488 -4.199 1.705  0.10
H 4.394 -2.720 3.452  0.09
H 3.729 -0.308 3.461  0.09
H 2.160 0.516 1.806  0.04
C 0.250 0.391 5.347  -0.36
As -0.485 0.454 3.517  1.04
C -0.874 -1.469 3.455  -0.34
C -2.281 1.040 4.037  -0.35
H -0.424 -0.138 6.025  0.01
H 0.410 1.407 5.711  0.01
H 1.213 -0.123 5.324  0.00
H -1.288 -1.806 4.408  0.01
H 0.052 -2.003 3.238  0.01
H -1.586 -1.660 2.653  -0.01
H -2.670 0.437 4.860  0.01
H -2.940 0.953 3.173  0.00
H -2.237 2.087 4.339  0.01
N -0.162 0.153 -2.653  -0.38
S -0.873 1.322 -3.431  1.03
C -2.578 0.922 -3.779  -0.39
C -3.284 1.554 -4.798  -0.09
C -4.628 1.264 -4.963  -0.08
C -5.256 0.365 -4.104  -0.08
C -4.545 -0.234 -3.079  -0.06
C -3.191 0.039 -2.908  -0.09
C -0.212 1.374 -5.095  -0.39
C -0.462 0.373 -6.021  -0.08
C 0.227 0.377 -7.226  -0.08
C 1.158 1.376 -7.489  -0.09
C 1.404 2.370 -6.559  -0.08
C 0.717 2.367 -5.346  -0.08
H -0.162 -0.719 -3.184  0.00
H -2.796 2.263 -5.455  0.11
H -5.189 1.745 -5.754  0.10
H -6.310 0.148 -4.229  0.10
H -5.040 -0.902 -2.385  0.11
H -2.629 -0.384 -2.083  0.04
H -1.196 -0.396 -5.810  0.12
H 0.040 -0.400 -7.957  0.10
H 1.698 1.373 -8.428  0.10
H 2.130 3.146 -6.763  0.10
H 0.907 3.132 -4.602  0.12

Calculated values
* orbital gap (spin up / spin down): 5.727 / 6.817 eV
* charge: -1
* spin multiplicity: 4

***

Short version: (w) is the most stable of them.

***

(w)
An isolated molecule of CH4ClN3. Source: OMol25; level of theory: wB97M-V/def2-TZVPD.

Each line ends with the Löwdin charge.
CARTESIAN COORDINATES (ANGSTROEM)
Cl -0.702 -1.958 1.547  0.54
N 0.491 -0.793 1.127  -0.47
C 0.046 0.480 0.654  -0.39
N 0.280 0.323 -0.707  -0.06
N 0.897 -1.019 -0.496  -0.01
H 0.654 1.087 1.298  0.10
H -0.982 0.746 0.849  0.10
H -0.564 0.112 -1.237  0.10
H 0.308 -1.752 -0.963  0.08

Calculated values
* orbital gap: 10.038 eV
* structure (SMILES): ClN1CNN1
* charge: 0

***

(x)
An isolated molecule of CH4ClN3. Source: OMol25; level of theory: wB97M-V/def2-TZVPD.

Each line ends with the Löwdin charge.
CARTESIAN COORDINATES (ANGSTROEM)
H -1.015 -1.779 -0.003  -0.04
N 0.009 -1.602 0.023  0.03
C 0.166 -0.200 0.243  -0.58
N 1.462 0.234 0.081  0.08
N -0.882 0.727 0.434  -0.41
Cl -2.443 0.176 -0.096  0.60
H 1.803 -0.509 -0.532  0.10
H 1.643 1.211 -0.168  0.10
H -0.743 1.743 0.019  0.13

Calculated values
* orbital gap: 8.960 eV
* structure (SMILES): [H]/N=C(/N)NCl
* charge: 0

***

Short version: (x) is the most stable of them.

***

(w)
A cluster of 2 separate species, C4H12OS2 in total. Source: OMol25; level of theory: wB97M-V/def2-TZVPD.

Each line ends with the Löwdin charge.
CARTESIAN COORDINATES (ANGSTROEM)
C 0.514 -1.628 -2.775  -0.16
C -0.449 -1.996 -1.654  -0.68
S 0.054 -1.550 0.004  0.52
S -1.359 -0.067 0.717  0.54
C -0.141 1.116 1.358  -0.64
C -0.474 1.196 2.835  -0.19
H 0.068 -1.739 -3.748  0.06
H 0.722 -0.598 -2.428  0.06
H 1.467 -2.226 -2.573  0.10
H -1.399 -1.541 -1.474  -0.01
H -0.693 -3.134 -1.766  0.10
H -0.139 1.946 0.644  0.06
H 0.917 0.897 1.290  0.05
H -1.108 2.006 2.955  0.04
H -0.885 0.218 3.068  0.04
H 0.586 1.412 3.318  0.12
O 2.421 3.747 -0.886  -0.07
H 1.969 2.932 -0.961  -0.01
H 3.310 3.588 -1.351  0.08

Calculated values
* orbital gap: 8.683 eV
* structure (SMILES): CCSSCC.O
* charge: 0

***

(x)
A cluster of 2 separate species, C4H12OS2 in total. Source: OMol25; level of theory: wB97M-V/def2-TZVPD.

Each line ends with the Löwdin charge.
CARTESIAN COORDINATES (ANGSTROEM)
C -0.658 -1.357 -1.641  -0.19
C -1.069 -2.696 -1.053  -0.57
S -1.024 -2.635 0.814  0.45
S 0.945 -2.131 1.278  0.45
C 0.708 -0.293 1.658  -0.56
C 2.052 0.387 1.424  -0.18
H -0.329 -1.473 -2.682  0.07
H 0.285 -1.063 -1.175  0.03
H -1.478 -0.649 -1.616  0.07
H -0.433 -3.517 -1.369  0.06
H -2.115 -2.975 -1.171  0.05
H -0.082 0.051 0.994  0.04
H 0.295 -0.368 2.659  0.05
H 2.160 1.315 1.983  0.07
H 2.221 0.462 0.354  0.07
H 2.814 -0.286 1.826  0.05
O -1.285 5.727 -0.386  -0.06
H -1.320 5.029 -1.050  0.03
H -1.687 6.471 -0.848  0.03

Calculated values
* orbital gap: 9.385 eV
* structure (SMILES): CCSSCC.O
* charge: 0

***

(y)
A cluster of 2 separate species, C4H12OS2 in total. Source: OMol25; level of theory: wB97M-V/def2-TZVPD.

Each line ends with the Löwdin charge.
CARTESIAN COORDINATES (ANGSTROEM)
C 2.468 0.088 2.671  -0.09
C 1.218 -0.548 1.916  -0.29
C 1.341 -0.120 0.474  -0.56
S -0.322 -0.056 -0.331  0.45
S -0.165 -0.736 -2.211  0.40
C 0.192 -2.514 -2.069  -0.47
H 2.316 0.754 3.414  0.02
H 3.033 -0.724 3.091  0.06
H 3.066 0.708 1.972  0.08
H 1.453 -1.643 2.185  0.13
H 0.279 -0.168 2.297  0.08
H 1.654 0.857 0.263  0.03
H 2.085 -0.781 0.025  0.09
H 1.134 -2.868 -1.619  0.04
H -0.663 -3.007 -1.599  0.03
H 0.317 -2.840 -3.087  0.01
O -3.894 4.009 1.519  -0.09
H -4.039 4.922 1.535  -0.02
H -3.010 3.958 2.086  0.11

Calculated values
* orbital gap: 8.895 eV
* structure (SMILES): CCCSSC.O
* charge: 0

***

(z)
A cluster of 2 separate species, C4H12OS2 in total. Source: OMol25; level of theory: wB97M-V/def2-TZVPD.

Each line ends with the Löwdin charge.
CARTESIAN COORDINATES (ANGSTROEM)
C -1.185 -0.708 1.874  -0.16
C -1.357 0.798 1.924  -0.60
S -1.931 1.651 0.424  0.47
S -0.258 1.908 -0.706  0.48
C -0.252 0.513 -1.886  -0.57
C 1.230 0.114 -2.152  -0.17
H -0.576 -1.080 1.038  0.05
H -2.079 -1.306 2.021  0.07
H -0.424 -0.986 2.589  0.06
H -0.348 1.157 2.138  0.06
H -2.033 1.214 2.667  0.06
H -0.884 -0.281 -1.508  0.05
H -0.670 0.807 -2.850  0.06
H 1.882 0.492 -1.370  0.04
H 1.542 0.704 -3.010  0.07
H 1.284 -0.932 -2.348  0.07
O 2.168 -1.735 0.391  -0.05
H 1.598 -1.287 1.033  0.02
H 2.291 -1.043 -0.267  -0.01

Calculated values
* orbital gap: 9.655 eV
* structure (SMILES): CCSSCC.O
* charge: 0

***

Short version: (x) is the most stable of them.